[1]
C4H6N2 | ωB97M-V/def2-TZVPD

Atoms and positions in Å:
C  0.15  1.72  -0.43
C  0.45  0.78  -1.29
C  -0.06  1.31  1.07
N  -0.59  1.70  2.03
H  0.14  2.80  -0.55
H  0.76  0.89  -2.31
H  0.53  -0.29  -0.81
C  -0.43  -2.16  0.32
N  0.54  -1.38  0.44
H  0.27  -0.29  1.06
H  -0.29  -3.14  -0.13
H  -1.47  -1.94  0.60

Output
HOMO: -9.8 eV
Energy above the lowest of the compared OMol25 structures with the same formula, charge and spin: 103.9 kcal/mol
Frontier orbital gap: 9.9 eV
Charge: 0

In elementary charge units, the Löwdin charges are: atom 1 (C): -0.1329, atom 2 (C): 0.0004, atom 3 (C): -0.2637, atom 4 (N): 0.1581, atom 5 (H): 0.0939, atom 6 (H): 0.0665, atom 7 (H): 0.0339, atom 8 (C): -0.1492, atom 9 (N): -0.0506, atom 10 (H): 0.1074, atom 11 (H): 0.0636, atom 12 (H): 0.0728

=====

[2]
C4H6N2 | ωB97M-V/def2-TZVPD

Atoms and positions in Å:
N  1.40  1.12  1.04
C  0.38  0.30  0.56
C  -0.31  -0.65  1.26
N  -1.09  -1.22  0.19
C  -0.92  -0.77  -1.02
C  0.13  0.26  -0.93
H  1.45  1.04  2.05
H  1.28  2.10  0.80
H  1.08  -0.16  -1.28
H  -1.76  -1.96  0.40
H  -1.46  -1.13  -1.89
H  -0.07  1.18  -1.48

Output
HOMO (spin up / spin down): -7.4 / -7.4 eV
Energy above the lowest of the compared OMol25 structures with the same formula, charge and spin: 74.4 kcal/mol
Frontier orbital gap (spin up / spin down): 8.0 / 8.0 eV
Charge: 0

In elementary charge units, the Löwdin charges are: atom 1 (N): 0.0581, atom 2 (C): -0.4290, atom 3 (C): -0.0848, atom 4 (N): -0.0066, atom 5 (C): -0.0887, atom 6 (C): -0.1268, atom 7 (H): 0.0753, atom 8 (H): 0.0782, atom 9 (H): 0.1451, atom 10 (H): 0.1344, atom 11 (H): 0.1197, atom 12 (H): 0.1252

=====

[3]
C4H6N2 | ωB97M-V/def2-TZVPD

Atoms and positions in Å:
C  -1.25  0.22  0.98
N  -0.07  0.51  0.20
C  0.00  0.45  -1.23
C  0.73  -0.54  -0.37
C  2.11  -0.47  0.11
N  3.12  -0.43  0.65
H  -0.92  0.00  2.00
H  -1.87  -0.61  0.61
H  -1.85  1.14  1.01
H  0.51  1.27  -1.72
H  -0.85  0.03  -1.79
H  0.35  -1.56  -0.46

Output
Structure (SMILES): CN1C[C@H]1C#N
HOMO: -9.9 eV
Energy above the lowest of the compared OMol25 structures with the same formula, charge and spin: 47.4 kcal/mol
Frontier orbital gap: 10.8 eV
Charge: 0

In elementary charge units, the Löwdin charges are: atom 1 (C): -0.0841, atom 2 (N): -0.1482, atom 3 (C): -0.0878, atom 4 (C): -0.2752, atom 5 (C): -0.1688, atom 6 (N): 0.1424, atom 7 (H): 0.0883, atom 8 (H): 0.0840, atom 9 (H): 0.0851, atom 10 (H): 0.1102, atom 11 (H): 0.1138, atom 12 (H): 0.1403

=====

[4]
C4H6N2 | ωB97M-V/def2-TZVPD

Atoms and positions in Å:
N  0.14  1.66  -1.21
C  0.00  0.55  -0.35
C  -0.94  0.20  0.59
C  -0.51  -1.03  1.18
C  0.66  -1.39  0.57
N  0.96  -0.42  -0.35
H  -0.15  1.45  -2.16
H  -0.41  2.43  -0.87
H  -1.84  0.75  0.82
H  -1.02  -1.59  1.95
H  1.31  -2.25  0.71
H  1.81  -0.35  -0.89

Output
Structure (SMILES): Nc1ccc[nH]1
HOMO: -7.8 eV
Energy above the lowest of the compared OMol25 structures with the same formula, charge and spin: 6.5 kcal/mol
Frontier orbital gap: 8.8 eV
Charge: 0

In elementary charge units, the Löwdin charges are: atom 1 (N): 0.0786, atom 2 (C): -0.3996, atom 3 (C): -0.0650, atom 4 (C): -0.1164, atom 5 (C): -0.1456, atom 6 (N): 0.0545, atom 7 (H): 0.0812, atom 8 (H): 0.0778, atom 9 (H): 0.0940, atom 10 (H): 0.0890, atom 11 (H): 0.1023, atom 12 (H): 0.1493